This record from the OMol25 dataset describes a structure of composition C28H34BN7RhSe. The level of theory is ωB97M-V/def2-TZVPD.

Computed properties:
HOMO (spin up / spin down): -11.7263 / -11.7270 eV
Charge: +1
Calculated total energy: -4007.29981 a.u.
Energy relative to the best compared isomer or geometry (same formula, charge and spin): 0.558 eV
HOMO-LUMO gap (spin up / spin down): 7.0 / 7.0 eV

XYZ file:
```
72
Properties=species:S:1:pos:R:3:forces:R:3
Rh -0.250157 0.056543 0.367013 -1.1 0.6 0.2
B 0.694103 -3.150477 -0.994515 0.0 -0.1 0.0
N 1.672099 -1.938970 -0.701959 -0.1 0.1 0.2
C 2.977101 -2.015980 -0.960927 0.1 -0.1 0.0
C 3.551932 -0.753008 -0.878413 0.1 -0.1 0.0
C 2.502510 0.078894 -0.547164 -0.1 -0.1 -0.1
N 1.368650 -0.641394 -0.459586 0.5 0.2 0.2
N -0.651917 -2.959219 -0.234306 0.0 0.0 -0.2
C -1.539218 -3.917316 0.033105 0.0 -0.1 0.0
C -2.707732 -3.332471 0.510178 0.0 -0.1 0.0
C -2.442362 -1.975205 0.497659 0.1 0.0 -0.1
N -1.197204 -1.762672 0.032530 0.1 -0.1 0.1
H 0.489372 -3.200647 -2.184849 0.0 0.1 0.2
H 1.228014 -4.147683 -0.558770 0.0 0.1 -0.1
H 3.411380 -2.967909 -1.224822 0.0 0.1 0.0
H 4.581016 -0.485875 -1.050100 -0.1 0.0 0.0
H 2.477217 1.143453 -0.389948 0.0 0.0 0.0
H -1.290655 -4.952920 -0.142526 0.0 0.1 0.0
H -3.615536 -3.825220 0.814830 0.1 0.0 0.0
H -3.065003 -1.147442 0.803155 0.0 0.0 0.0
C -1.406455 -1.794148 5.243705 0.0 0.0 0.0
C -0.012772 -2.414284 5.330945 -0.1 0.0 0.0
C 0.282620 -3.394422 4.196991 0.0 0.0 0.0
C 0.469928 -2.733875 2.835766 0.2 0.0 0.1
N 1.668236 -1.878284 2.809588 -0.1 -0.2 -0.2
C 1.723776 -0.541231 2.754416 0.0 -0.2 0.3
Se 0.255692 0.652301 2.651870 0.4 0.0 -0.5
N 3.007696 -0.157405 2.754161 0.1 0.2 0.0
C 3.524765 1.214065 2.756791 0.0 -0.1 0.0
C 4.026593 1.627960 4.132716 0.0 0.0 0.0
C 4.500059 3.078367 4.152665 0.0 0.0 0.0
C 5.721353 3.334254 3.272320 0.0 0.0 0.0
C 3.815406 -1.288419 2.772728 0.0 0.2 0.0
C 5.197636 -1.431294 2.715781 0.1 0.0 0.0
C 5.681472 -2.723718 2.679769 0.0 0.0 0.0
C 4.818177 -3.833762 2.696773 0.0 0.0 0.0
C 3.447171 -3.684549 2.755525 0.1 -0.1 0.0
C 2.965409 -2.380813 2.796263 -0.2 0.0 0.0
H -1.597847 -1.137061 6.093099 0.0 0.0 0.0
H -2.173043 -2.573101 5.247798 0.0 0.0 0.0
H -1.537736 -1.201820 4.336200 0.0 0.0 0.0
H 0.081217 -2.946825 6.278141 0.0 0.0 0.0
H 0.755338 -1.632200 5.355923 0.0 0.0 0.0
H -0.546722 -4.100551 4.101899 0.0 0.0 0.0
H 1.168547 -3.989359 4.431887 0.0 0.0 0.0
H -0.383654 -2.116457 2.571645 0.0 0.1 0.0
H 0.600916 -3.477094 2.049696 0.0 0.0 0.0
H 2.714358 1.867201 2.446680 -0.1 0.0 -0.1
H 4.313226 1.259171 2.004292 0.0 0.0 0.0
H 4.839617 0.966181 4.445705 0.0 0.0 0.0
H 3.210887 1.489455 4.847818 0.0 0.0 0.0
H 4.732195 3.347072 5.183951 0.0 0.0 0.0
H 3.675778 3.731107 3.847828 0.0 0.0 0.0
H 6.535914 2.650245 3.525721 0.0 0.0 0.0
H 6.091878 4.350108 3.406363 0.0 0.0 0.0
H 5.497712 3.212830 2.209275 0.0 0.0 0.0
H 5.862000 -0.577235 2.696590 0.0 0.0 0.0
H 6.750272 -2.888848 2.635955 0.0 0.0 0.0
H 5.240743 -4.829478 2.664086 0.0 0.0 0.0
H 2.786344 -4.540582 2.759654 0.0 0.0 0.0
N -1.495954 7.237726 -0.638483 0.0 -0.1 0.0
C -1.229074 6.134188 -0.461618 0.0 -0.1 0.0
C -0.894376 4.746650 -0.238462 0.0 0.1 0.0
C -1.875761 3.766861 -0.344521 -0.1 0.1 0.0
C -1.541188 2.438565 -0.125906 -0.1 0.0 -0.1
C -0.239262 2.075433 0.205210 0.1 -0.5 -0.1
C 0.728414 3.061886 0.323285 0.1 0.1 0.0
C 0.414223 4.388387 0.084561 0.0 0.1 0.0
H -2.888295 4.042972 -0.606145 0.0 0.0 0.0
H -2.323038 1.689415 -0.244939 0.0 0.0 0.0
H 1.747906 2.808668 0.579513 0.0 0.0 0.1
H 1.174558 5.155420 0.155685 0.0 0.0 0.0
```
Positions in Å, forces in eV/Å.

The Mulliken scheme yields these atomic charges, measured in e:
1. Rh -0.0210
2. B -0.0955
3. N 0.2892
4. C -0.3166
5. C -1.3504
6. C -0.3388
7. N 0.0787
8. N 0.2745
9. C -0.2066
10. C -1.0408
11. C -0.4351
12. N -0.2171
13. H -0.1154
14. H -0.0760
15. H 0.5495
16. H 0.4667
17. H 0.5873
18. H 0.5037
19. H 0.4211
20. H 0.4749
21. C -1.1625
22. C -0.2111
23. C -0.8184
24. C -1.0637
25. N 1.8386
26. C -0.0223
27. Se -0.1243
28. N 0.6811
29. C -1.0455
30. C -0.3530
31. C -0.5810
32. C -1.0910
33. C 0.7655
34. C -0.8886
35. C -0.7470
36. C -0.9870
37. C -0.8621
38. C 0.4038
39. H 0.3687
40. H 0.3464
41. H 0.1640
42. H 0.4056
43. H 0.1409
44. H 0.4922
45. H 0.3959
46. H 0.0777
47. H 0.3261
48. H -0.0550
49. H 0.4394
50. H 0.3812
51. H 0.2446
52. H 0.3754
53. H 0.3223
54. H 0.2730
55. H 0.4011
56. H 0.2491
57. H 0.5327
58. H 0.4432
59. H 0.4463
60. H 0.4893
61. N -0.4521
62. C -0.0850
63. C 0.3755
64. C -1.1154
65. C -0.1333
66. C 0.9861
67. C 0.7883
68. C -1.3416
69. H 0.4618
70. H 0.3873
71. H 0.2326
72. H 0.4718